1.
A cluster of 2 separate species, C3H11O in total in a non-equilibrium geometry, computed with ωB97M-V/def2-TZVPD.

Geometry as XYZ:
```
15
C3H11O ωB97M-V/def2-TZVPD
O -2.854 -1.282 -0.019
H -1.847 -1.144 -0.049
H -3.103 -1.327 -0.954
H -3.654 -0.988 0.422
C -0.192 0.002 -0.033
C 1.361 -0.035 -0.061
C 2.043 1.318 0.213
H -0.597 0.291 0.938
H -0.362 -1.092 -0.254
H -0.587 0.666 -0.802
H 1.664 -0.530 -0.984
H 1.677 -0.712 0.743
H 3.091 1.038 0.310
H 1.778 2.023 -0.571
H 1.582 1.772 1.099
```

Results
* ΔE to the lowest compared entry with this formula, charge and spin: 0.615 eV
* total charge: +1

2.
A structure of composition C22H32GdN5O in a non-equilibrium geometry, computed with ωB97M-V/def2-TZVPD.

Geometry as XYZ:
```
61
C22H32GdN5O ωB97M-V/def2-TZVPD
Gd -0.590 0.613 -0.061
C -0.599 -0.082 3.029
N -0.045 1.058 2.252
C -0.657 2.322 2.719
C 1.415 1.051 2.397
C 1.989 1.138 3.656
C 3.343 0.912 3.825
C 4.101 0.546 2.723
C 3.536 0.489 1.459
C 2.190 0.804 1.258
N 1.559 0.820 -0.006
C 2.210 1.178 -1.208
C 3.493 1.732 -1.288
C 4.079 2.002 -2.513
C 3.399 1.759 -3.698
C 2.101 1.288 -3.634
C 1.514 1.009 -2.411
N 0.099 0.632 -2.354
C -0.723 1.699 -2.984
C -0.158 -0.661 -3.032
H -0.433 0.059 4.096
H -0.100 -1.000 2.730
H -1.674 -0.176 2.860
H -0.401 2.527 3.759
H -1.742 2.254 2.646
H -0.290 3.152 2.116
H 1.375 1.348 4.525
H 3.789 0.983 4.808
H 5.149 0.303 2.844
H 4.142 0.186 0.618
H 4.033 1.971 -0.385
H 5.078 2.417 -2.537
H 3.863 1.957 -4.655
H 1.544 1.143 -4.553
H -0.512 1.776 -4.050
H -0.495 2.658 -2.526
H -1.785 1.476 -2.869
H 0.106 -0.599 -4.088
H -1.213 -0.924 -2.956
H 0.446 -1.441 -2.573
C -1.412 -5.236 0.309
N -1.745 -3.812 0.138
C -2.992 -3.296 -0.126
C -2.840 -1.950 -0.204
N -1.510 -1.631 0.012
C -0.889 -2.788 0.212
H -2.322 -5.817 0.212
H -0.987 -5.404 1.294
H -0.707 -5.549 -0.456
H -3.865 -3.920 -0.234
H -3.595 -1.206 -0.397
H 0.166 -2.914 0.407
C -4.413 1.532 0.904
C -3.763 1.973 -0.386
O -2.360 2.344 -0.188
H -5.436 1.207 0.711
H -4.458 2.351 1.623
H -3.876 0.697 1.358
H -4.273 2.825 -0.827
H -3.751 1.180 -1.134
H -2.332 3.221 0.214
```

Results
* multiplicity: 8
* <S²>: 16.06
* ΔE to the lowest compared entry with this formula, charge and spin: 0.081 eV
* total charge: +2

3.
The molecule C5H13NO in a non-equilibrium geometry, computed with ωB97M-V/def2-TZVPD.

Geometry as XYZ:
```
20
C5H13NO ωB97M-V/def2-TZVPD
C -0.234 1.659 -0.435
C 0.755 0.973 0.454
N 1.943 1.897 0.680
C 1.190 -0.403 -0.147
C -0.112 -1.080 -0.731
C -1.071 -1.844 0.256
O -2.502 -1.312 0.063
H 0.298 1.643 -1.433
H -1.209 1.127 -0.441
H -0.410 2.708 -0.196
H 0.540 0.950 1.526
H 2.567 1.967 -0.179
H 2.669 1.624 1.251
H 1.583 -1.089 0.664
H 2.122 -0.076 -0.638
H -0.629 -0.372 -1.448
H 0.289 -1.758 -1.617
H -0.895 -1.602 1.292
H -0.992 -2.926 0.286
H -2.688 -0.813 -0.717
```

Results
* SMILES: C[C@H](N)CCCO
* ΔE to the lowest compared entry with this formula, charge and spin: 2.973 eV
* total charge: 0

4.
The ion C17H14N5O11S with charge -1 in a non-equilibrium geometry, computed with ωB97M-V/def2-TZVPD.

Geometry as XYZ:
```
48
C17H14N5O11S ωB97M-V/def2-TZVPD
C 3.664 3.690 -0.897
C 3.602 2.195 -0.672
O 2.191 1.774 -0.672
C 1.937 0.485 -0.673
O 2.868 -0.363 -0.781
C 0.587 -0.266 -0.364
O -0.050 -0.863 -1.344
C -0.509 -0.580 -2.674
C 0.971 -1.392 0.464
C 0.520 -2.934 0.188
N 0.535 -3.489 -1.149
O -0.277 -4.373 -1.518
O 1.357 -2.992 -1.961
C 0.330 -3.805 1.284
N 0.435 -5.184 1.260
O 0.448 -5.560 2.557
N 0.419 -4.428 3.420
O 0.369 -4.616 4.634
C 0.314 -3.318 2.617
C 0.427 -1.927 2.918
N 0.600 -1.279 4.136
O 1.088 -0.052 3.817
N 1.261 0.100 2.415
O 1.968 1.012 2.020
C 0.818 -1.082 1.851
S -0.607 1.600 -0.380
O -0.281 2.339 0.802
O -0.222 2.038 -1.741
C -2.425 1.696 -0.577
C -3.019 2.314 -1.665
C -4.414 2.431 -1.718
C -5.182 1.955 -0.640
C -4.560 1.383 0.475
C -3.175 1.287 0.517
H 4.721 3.974 -0.807
H 3.329 3.970 -1.906
H 3.080 4.259 -0.160
H 4.119 1.663 -1.482
H 4.034 1.943 0.309
H -1.504 -1.030 -2.693
H -0.554 0.488 -2.883
H 0.182 -1.090 -3.344
H 2.003 -1.534 0.035
H -2.407 2.714 -2.470
H -4.907 2.888 -2.580
H -6.269 2.033 -0.680
H -5.150 1.012 1.319
H -2.662 0.914 1.393
```

Results
* SMILES: CCOC(=O)[C@@](OC)([C@@H]1C(=[N+]([O-])[O-])c2no[n+]([O-])c2-c2no[n+]([O-])c21)S(=O)(=O)c1ccccc1
* ΔE to the lowest compared entry with this formula, charge and spin: 2.112 eV
* total charge: -1

5.
The molecule C4H6O2, computed with ωB97M-V/def2-TZVPD.

Geometry as XYZ:
```
12
C4H6O2 ωB97M-V/def2-TZVPD
O -0.116 -1.072 -2.408
C -0.028 -0.668 -1.282
C -0.210 0.757 -0.782
C -0.239 0.627 0.741
C 0.399 -0.752 0.982
O 0.274 -1.482 -0.242
H 0.632 1.356 -1.145
H -1.119 1.179 -1.216
H 0.316 1.420 1.249
H -1.267 0.645 1.114
H -0.104 -1.330 1.760
H 1.463 -0.679 1.230
```

Results
* SMILES: O=C1CCCO1
* ΔE to the lowest compared entry with this formula, charge and spin: 0.006 eV
* total charge: 0

6.
A cluster of 8 separate species, C12H40N4O8 in total in a non-equilibrium geometry, computed with ωB97M-V/def2-TZVPD.

Geometry as XYZ:
```
64
C12H40N4O8 ωB97M-V/def2-TZVPD
N 0.190 -1.627 -1.242
C 0.697 -0.526 -0.743
N 0.561 -0.522 0.547
O 1.255 0.535 -1.447
H 0.194 -1.593 -2.273
H 0.026 -2.509 -0.814
H 0.885 0.300 1.030
H 0.185 -1.306 1.145
N 0.898 2.034 1.472
C 1.330 2.150 2.717
N 0.457 1.791 3.600
O 2.593 2.458 3.048
H 1.655 2.374 0.772
H -0.038 1.864 1.151
H 0.822 1.542 4.563
H -0.449 1.443 3.366
C 0.559 -1.306 4.406
C 1.702 -0.698 5.265
O 1.140 0.424 5.828
H 0.364 -0.641 3.521
H -0.387 -1.444 4.965
H 0.870 -2.173 3.839
H 2.557 -0.361 4.669
H 1.955 -1.324 6.082
H 0.359 0.046 6.329
C 2.086 5.115 -0.943
C 2.665 3.756 -1.459
O 2.440 2.702 -0.499
H 2.640 5.186 0.047
H 1.035 5.166 -0.791
H 2.291 5.921 -1.659
H 3.732 3.818 -1.765
H 2.061 3.332 -2.302
H 2.227 1.848 -0.938
C -2.959 -3.035 -0.763
C -3.030 -1.538 -0.897
O -2.460 -0.941 0.226
H -2.018 -3.523 -1.011
H -3.647 -3.505 -1.495
H -3.162 -3.343 0.207
H -3.974 -1.089 -1.040
H -2.523 -1.237 -1.747
H -1.522 -0.915 0.000
C -2.109 -2.009 -4.452
C -1.061 -0.876 -4.160
O 0.183 -1.506 -3.972
H -1.715 -2.697 -5.125
H -3.082 -1.676 -4.919
H -2.450 -2.517 -3.579
H -1.239 -0.293 -3.241
H -0.928 -0.144 -4.994
H 0.232 -2.109 -4.752
C 0.446 -3.780 1.609
O -0.541 -2.776 1.725
H 0.337 -4.434 2.491
H 1.419 -3.361 1.557
H 0.247 -4.399 0.771
H -0.903 -2.990 2.555
C -0.720 2.549 -2.533
O -1.005 3.886 -2.780
H -0.092 2.042 -3.227
H -1.692 2.009 -2.690
H -0.439 2.458 -1.510
H -1.153 3.974 -3.739
```

Results
* SMILES: NC(N)=O.NC(N)=O.CCO.CCO.CCO.CCO.CO.CO
* ΔE to the lowest compared entry with this formula, charge and spin: 3.256 eV
* total charge: 0

7.
The ion C7H10NO with charge +1 in a non-equilibrium geometry, computed with ωB97M-V/def2-TZVPD.

Geometry as XYZ:
```
19
C7H10NO ωB97M-V/def2-TZVPD
C -0.020 -0.075 0.163
C -0.552 0.828 -0.789
C 1.405 -0.213 0.362
C 0.344 1.714 -1.383
C -0.943 -0.892 0.972
C -1.987 0.833 -1.162
C 1.974 -1.299 1.198
N 2.276 0.581 -0.196
O 1.654 1.558 -1.033
H 0.177 2.534 -2.062
H -1.410 -1.664 0.356
H -1.763 -0.274 1.339
H -0.456 -1.365 1.816
H -2.226 1.707 -1.759
H -2.639 0.809 -0.293
H -2.213 -0.058 -1.750
H 1.770 -1.137 2.255
H 3.051 -1.331 1.064
H 1.555 -2.258 0.900
```

Results
* ΔE to the lowest compared entry with this formula, charge and spin: 1.903 eV
* total charge: +1

8.
A structure of composition C36H41AuN4O2Si in a non-equilibrium geometry, computed with ωB97M-V/def2-TZVPD.

Geometry as XYZ:
```
85
C36H41AuN4O2Si ωB97M-V/def2-TZVPD
Au -0.130 -0.616 -0.716
C 0.873 -5.181 0.394
C 1.375 -4.195 1.406
C 2.484 -4.486 2.166
C 2.994 -3.561 3.079
C 2.391 -2.314 3.248
C 1.284 -1.957 2.511
C 0.615 -0.632 2.717
C 0.748 -2.908 1.577
N -0.288 -2.531 0.828
C -1.462 -3.253 0.736
O -1.775 -4.141 1.506
C -2.432 -2.777 -0.312
C -3.698 -3.327 -0.401
C -4.576 -2.799 -1.340
C -4.168 -1.748 -2.145
C -2.877 -1.258 -1.993
N -2.045 -1.787 -1.112
C -2.397 -0.057 -2.789
O -3.122 0.348 -3.698
N -1.242 0.476 -2.367
C -0.677 1.587 -3.029
C -0.451 2.760 -2.295
C -0.924 2.868 -0.870
C 0.208 3.825 -2.901
C 0.622 3.745 -4.221
C 0.354 2.599 -4.952
C -0.288 1.510 -4.375
C -0.556 0.275 -5.189
H 1.618 -5.954 0.217
H 0.645 -4.692 -0.554
H -0.043 -5.651 0.751
H 2.972 -5.445 2.042
H 3.874 -3.812 3.659
H 2.794 -1.610 3.966
H 1.129 -0.060 3.487
H -0.429 -0.776 3.007
H 0.606 -0.050 1.792
H -3.966 -4.139 0.260
H -5.580 -3.195 -1.427
H -4.807 -1.287 -2.886
H -1.890 2.380 -0.746
H -1.004 3.916 -0.575
H -0.227 2.367 -0.186
H 0.389 4.729 -2.329
H 1.148 4.574 -4.679
H 0.658 2.538 -5.991
H 0.058 0.263 -6.090
H -1.608 0.235 -5.472
H -0.350 -0.629 -4.608
C -2.937 1.014 4.265
C -3.025 1.805 2.954
C -4.467 2.252 2.688
C -2.082 3.019 2.990
C -2.585 0.944 1.836
N -2.210 0.324 0.944
H -3.409 1.593 5.061
H -1.899 0.827 4.542
H -3.453 0.057 4.182
H -4.768 2.961 3.461
H -5.150 1.402 2.711
H -4.554 2.739 1.716
H -2.326 3.642 3.853
H -2.188 3.617 2.083
H -1.042 2.701 3.070
C 3.111 -1.769 -0.820
Si 2.186 -0.134 -1.040
C 2.484 0.429 -2.795
C 3.079 1.098 0.075
C 3.537 2.323 -0.418
C 4.322 3.167 0.360
C 4.656 2.808 1.658
C 4.184 1.611 2.181
C 3.408 0.770 1.395
H 4.078 -1.714 -1.330
H 2.544 -2.601 -1.251
H 3.297 -2.002 0.234
H 3.559 0.488 -2.995
H 2.040 1.406 -2.993
H 2.044 -0.280 -3.502
H 3.281 2.622 -1.429
H 4.676 4.104 -0.052
H 5.289 3.452 2.256
H 4.425 1.332 3.201
H 3.067 -0.173 1.810
```

Results
* multiplicity: 3
* <S²>: 2.04
* ΔE to the lowest compared entry with this formula, charge and spin: 0.000 eV
* total charge: 0

9.
A cluster of 4 separate species, C2H13NO3 in total in a non-equilibrium geometry, computed with ωB97M-V/def2-TZVPD.

Geometry as XYZ:
```
19
C2H13NO3 ωB97M-V/def2-TZVPD
C -0.731 -1.264 2.398
C -1.017 -1.662 0.932
N -0.571 -0.828 -0.026
H 0.264 -1.085 2.993
H -1.408 -2.122 2.953
H -1.357 -0.404 2.690
H -2.177 -1.931 0.930
H -0.525 -2.682 0.781
H -0.308 -1.234 -0.975
H 0.175 -0.187 0.231
O -3.565 2.420 -1.772
H -3.783 2.630 -2.694
H -3.669 3.235 -1.277
O 1.963 1.808 -0.608
H 1.047 1.898 -0.402
H 2.132 2.559 -1.254
O 4.451 -0.677 -1.790
H 3.906 0.132 -1.861
H 5.172 -0.605 -1.247
```

Results
* SMILES: CCN.O.O.O
* ΔE to the lowest compared entry with this formula, charge and spin: 2.559 eV
* total charge: 0

10.
A structure of composition C4H2CoO in a non-equilibrium geometry, computed with ωB97M-V/def2-TZVPD.

Geometry as XYZ:
```
8
C4H2CoO ωB97M-V/def2-TZVPD
C -1.693 0.321 -0.104
C 0.740 1.167 0.124
C -0.322 0.433 0.011
C 1.064 -1.778 -0.073
O 2.142 -1.353 0.028
Co 2.577 0.654 0.183
H -2.328 1.206 -0.159
H -2.180 -0.651 -0.010
```

Results
* total energy: -43825.63903 eV
* multiplicity: 6
* <S²>: 8.78
* total charge: +2

11.
The molecule C4H7NO in a non-equilibrium geometry, computed with ωB97M-V/def2-TZVPD.

Geometry as XYZ:
```
13
C4H7NO ωB97M-V/def2-TZVPD
O -0.413 1.955 -0.358
C -0.003 0.536 -1.225
C 0.031 0.091 0.111
C 1.229 -0.332 0.768
N 0.473 -1.428 0.113
C -0.835 -0.942 0.600
H -1.378 1.966 -0.207
H -0.782 0.111 -1.879
H 0.965 0.657 -1.736
H 1.235 -0.335 1.852
H 2.177 -0.070 0.303
H -1.695 -1.214 -0.012
H -1.003 -0.998 1.670
```

Results
* SMILES: OCC12CN1C2
* ΔE to the lowest compared entry with this formula, charge and spin: 5.405 eV
* total charge: 0

12.
A structure of composition C28H46BrKN9O6 in a non-equilibrium geometry, computed with ωB97M-V/def2-TZVPD.

Geometry as XYZ:
```
91
C28H46BrKN9O6 ωB97M-V/def2-TZVPD
K -0.049 1.534 -0.799
C 3.628 0.571 3.836
C 3.051 0.239 2.452
C 2.995 -1.276 2.292
C 2.837 -1.865 0.880
C 3.252 -3.338 0.946
C 3.688 -1.106 -0.145
N 1.378 -1.793 0.502
C 0.985 -2.556 -0.720
C -0.429 -2.173 -1.152
N -1.361 -2.007 -0.036
C -1.911 -3.266 0.460
C -1.059 -4.133 1.415
O -1.472 -5.276 1.617
O 0.007 -3.603 1.942
C -2.368 -0.968 -0.358
C -3.273 -1.370 -1.531
C -3.243 -0.533 0.816
C -2.586 0.036 2.094
C -3.611 0.995 2.728
C -2.287 -1.082 3.087
N -1.328 0.728 1.735
C -0.605 1.341 2.857
C 0.726 0.667 3.154
N 1.779 0.941 2.153
C 2.030 2.395 1.976
C 1.354 2.915 0.698
O 2.001 2.764 -0.368
O 0.166 3.348 0.777
H 4.684 0.290 3.875
H 3.106 0.027 4.631
H 3.555 1.643 4.049
H 3.762 0.609 1.714
H 2.221 -1.711 2.937
H 3.948 -1.649 2.675
H 4.260 -3.404 1.369
H 3.277 -3.798 -0.048
H 2.564 -3.908 1.584
H 4.719 -1.018 0.224
H 3.292 -0.099 -0.339
H 3.720 -1.637 -1.102
H 0.699 -2.306 1.315
H 1.128 -0.810 0.406
H 1.042 -3.612 -0.470
H 1.658 -2.343 -1.547
H -0.777 -2.928 -1.870
H -0.347 -1.225 -1.687
H -2.197 -3.936 -0.351
H -2.822 -3.061 1.021
H -1.809 -0.085 -0.688
H -3.863 -2.262 -1.280
H -2.685 -1.574 -2.432
H -3.969 -0.555 -1.782
H -3.907 -1.353 1.113
H -3.899 0.246 0.413
H -4.564 0.476 2.894
H -3.796 1.848 2.061
H -3.265 1.378 3.696
H -3.194 -1.667 3.276
H -1.953 -0.675 4.051
H -1.506 -1.746 2.708
H -1.534 1.438 1.040
H -1.193 1.309 3.779
H -0.437 2.387 2.629
H 0.561 -0.415 3.208
H 1.040 1.009 4.152
H 3.096 2.552 1.843
H 1.703 2.967 2.854
N -5.090 2.353 -0.751
N -4.027 3.156 -1.164
N -2.793 2.705 -1.222
C -2.148 3.811 -1.607
N -2.977 4.869 -1.750
N -4.198 4.418 -1.481
H -5.059 1.516 -1.307
H -5.925 2.876 -0.944
H -1.080 3.842 -1.787
Br 3.221 2.246 -8.488
C 2.406 1.756 -6.837
C 1.150 2.250 -6.531
C 0.561 1.878 -5.325
C 1.224 1.041 -4.434
C 2.489 0.569 -4.764
C 3.088 0.916 -5.971
C 0.581 0.643 -3.107
O 1.325 0.097 -2.244
O -0.644 0.910 -2.952
H 0.641 2.909 -7.223
H -0.429 2.227 -5.058
H 3.001 -0.065 -4.049
H 4.071 0.547 -6.234
```

Results
* ΔE to the lowest compared entry with this formula, charge and spin: 1.429 eV
* total charge: -1